Entry 1:
{
  "formula": "C14H7IrNO7S",
  "method": "ωB97M-V with the def2-TZVPD basis set",
  "species": ["Ir", "O", "C", "C", "C", "N", "C", "C", "C", "O", "O", "C", "O", "O", "H", "H", "H", "O", "C", "O", "C", "C", "C", "C", "C", "C", "S", "H", "H", "H", "H"],
  "xyz": [[-1.355, 0.196, 1.015], [3.440, -2.760, 3.171], [2.378, -1.984, 2.929], [2.494, -0.641, 2.553], [1.342, 0.054, 2.287], [0.143, -0.500, 2.399], [0.020, -1.779, 2.754], [1.106, -2.561, 3.043], [-1.432, -2.279, 2.711], [-1.696, -3.341, 3.222], [-2.221, -1.452, 2.111], [1.283, 1.505, 1.760], [2.262, 2.200, 1.904], [0.145, 1.793, 1.241], [4.264, -2.284, 3.017], [3.454, -0.151, 2.456], [0.978, -3.596, 3.324], [1.467, 0.592, -1.398], [0.287, 0.350, -1.349], [-0.296, -0.541, -0.587], [-0.657, 1.006, -2.352], [-0.111, 1.343, -3.578], [-0.912, 1.795, -4.619], [-2.289, 1.905, -4.443], [-2.840, 1.630, -3.214], [-2.037, 1.193, -2.138], [-2.891, 1.034, -0.648], [0.959, 1.245, -3.696], [-0.459, 2.056, -5.566], [-2.923, 2.222, -5.259], [-3.904, 1.750, -3.047]],
  "multiplicity": 2,
  "e_homo_ev": [-9.42, -9.66],
  "gap_ev": [7.106, 6.146],
  "e_lumo_ha": [-0.0852, -0.1293]
}

Entry 2:
{
  "formula": "C14H8ClF3N4O3PdS2",
  "method": "ωB97M-V with the def2-TZVPD basis set",
  "species": ["Pd", "S", "N", "C", "C", "C", "C", "C", "N", "C", "C", "N", "C", "C", "C", "C", "C", "N", "H", "H", "H", "H", "H", "H", "F", "C", "F", "F", "S", "O", "O", "O", "Cl", "C", "H", "H"],
  "xyz": [[-1.195, -0.890, -0.278], [4.822, 3.634, -0.432], [4.729, 2.035, -0.341], [3.448, 1.725, -0.346], [2.898, 0.386, -0.259], [3.663, -0.781, -0.168], [3.024, -1.997, -0.057], [1.635, -2.034, -0.043], [0.909, -0.928, -0.162], [1.514, 0.272, -0.268], [0.657, 1.419, -0.393], [-0.662, 1.176, -0.473], [-1.531, 2.172, -0.564], [-1.106, 3.498, -0.580], [0.243, 3.771, -0.527], [1.155, 2.714, -0.441], [2.597, 2.863, -0.420], [3.260, 4.002, -0.473], [4.743, -0.708, -0.181], [3.581, -2.920, 0.027], [1.099, -2.968, 0.062], [-2.579, 1.914, -0.626], [-1.837, 4.291, -0.648], [0.614, 4.788, -0.559], [-1.980, -2.300, 3.532], [-2.254, -2.927, 2.459], [-1.211, -3.041, 1.673], [-2.882, -4.041, 2.569], [-3.393, -1.583, 1.317], [-4.647, -1.341, 1.924], [-2.378, -0.545, 1.518], [-3.491, -1.211, -0.529], [-1.830, -2.939, -1.589], [-3.570, -2.315, -1.374], [-4.144, -3.149, -0.979], [-3.901, -2.041, -2.369]],
  "total_charge": 2,
  "multiplicity": 1,
  "e_homo_ev": [-15.12, -15.13],
  "gap_ev": [5.760, 5.704],
  "e_lumo_ha": [-0.3441, -0.3463]
}

Entry 3:
{
  "formula": "C14H96F3IN2O40",
  "method": "ωB97M-V with the def2-TZVPD basis set",
  "species": ["C", "C", "C", "C", "C", "C", "C", "O", "C", "C", "N", "C", "C", "O", "C", "F", "F", "F", "C", "I", "C", "N", "H", "H", "H", "H", "H", "H", "H", "H", "H", "H", "H", "H", "H", "H", "H", "H", "H", "H", "H", "H", "O", "H", "H", "O", "H", "H", "O", "H", "H", "O", "H", "H", "O", "H", "H", "O", "H", "H", "O", "H", "H", "O", "H", "H", "O", "H", "H", "O", "H", "H", "O", "H", "H", "O", "H", "H", "O", "H", "H", "O", "H", "H", "O", "H", "H", "O", "H", "H", "O", "H", "H", "O", "H", "H", "O", "H", "H", "O", "H", "H", "O", "H", "H", "O", "H", "H", "O", "H", "H", "O", "H", "H", "O", "H", "H", "O", "H", "H", "O", "H", "H", "O", "H", "H", "O", "H", "H", "O", "H", "H", "O", "H", "H", "O", "H", "H", "O", "H", "H", "O", "H", "H", "O", "H", "H", "O", "H", "H", "O", "H", "H", "O", "H", "H"],
  "xyz": [[-1.580, 2.373, 0.029], [-1.540, 3.648, 0.893], [-0.757, 4.746, 0.130], [-0.832, 3.502, 2.256], [-1.121, 2.219, 3.040], [-2.335, 2.421, 3.968], [0.029, 1.808, 3.982], [1.346, 2.185, 3.532], [2.159, 1.160, 3.089], [2.466, 0.190, 4.186], [2.684, -0.602, 4.988], [1.508, 0.467, 1.877], [2.430, -0.457, 1.072], [2.962, -1.521, 1.804], [1.630, -1.035, -0.113], [0.849, -0.132, -0.720], [0.822, -2.039, 0.298], [2.445, -1.543, -1.049], [3.521, 1.820, 2.637], [3.948, 3.623, 3.765], [4.668, 0.943, 2.868], [5.550, 0.210, 2.940], [-2.536, 1.863, 0.177], [-0.798, 1.657, 0.285], [-1.549, 2.636, -1.029], [-2.547, 4.049, 1.017], [-1.103, 4.868, -0.897], [-0.743, 5.683, 0.690], [0.287, 4.407, 0.071], [-1.186, 4.331, 2.877], [0.234, 3.680, 2.104], [-1.365, 1.366, 2.401], [-3.210, 2.774, 3.431], [-2.561, 1.449, 4.419], [-2.067, 3.083, 4.791], [-0.042, 0.734, 4.181], [-0.105, 2.320, 4.936], [1.173, 1.271, 1.220], [0.619, -0.098, 2.168], [3.261, 0.080, 0.613], [2.291, -1.891, 2.388], [3.489, 2.127, 1.597], [1.419, -1.872, -4.012], [0.857, -1.095, -4.138], [1.761, -1.779, -3.118], [7.412, 2.812, 1.923], [6.916, 2.017, 2.148], [8.281, 2.657, 2.307], [-0.965, -4.953, 0.408], [-0.402, -4.236, 0.716], [-0.582, -5.196, -0.447], [7.436, -0.842, 5.323], [7.035, -0.697, 4.459], [6.784, -0.505, 5.954], [-2.784, -2.766, -0.831], [-2.217, -2.159, -0.345], [-2.478, -3.643, -0.559], [-1.542, 4.219, 6.904], [-1.279, 3.675, 7.653], [-1.649, 5.102, 7.272], [-0.258, -2.851, -6.598], [-1.013, -2.949, -6.004], [0.499, -2.820, -6.003], [-2.800, -1.299, 2.138], [-2.089, -1.947, 2.183], [-3.358, -1.596, 1.407], [-4.927, -1.635, 4.412], [-4.383, -1.912, 3.665], [-5.674, -2.242, 4.397], [0.786, 1.153, -4.333], [0.496, 2.073, -4.393], [0.933, 1.019, -3.390], [0.648, -4.662, -2.232], [1.209, -3.942, -1.927], [1.026, -4.907, -3.085], [9.056, 0.374, 7.518], [9.849, -0.109, 7.765], [8.677, -0.129, 6.785], [-0.546, -1.755, -9.463], [-0.824, -0.830, -9.469], [-0.415, -1.951, -8.528], [-0.026, 7.412, 1.744], [-0.147, 8.245, 2.208], [0.886, 7.454, 1.430], [3.712, -3.245, -5.516], [3.241, -2.956, -6.309], [3.197, -2.862, -4.800], [-4.113, -3.788, -3.463], [-3.569, -4.582, -3.408], [-3.857, -3.281, -2.681], [-1.148, 1.295, -9.259], [-1.596, 1.598, -10.061], [-1.695, 1.638, -8.545], [1.092, 3.707, -6.421], [1.841, 3.102, -6.375], [0.567, 3.382, -7.161], [2.860, -0.186, -6.297], [2.364, 0.067, -7.082], [2.356, 0.177, -5.558], [-3.485, 0.641, 6.889], [-2.719, 0.061, 6.956], [-4.012, 0.246, 6.181], [-4.167, 0.533, -0.489], [-5.111, 0.355, -0.558], [-3.753, -0.253, -0.856], [-0.067, -7.637, -1.882], [-0.807, -7.730, -2.491], [0.187, -6.711, -1.942], [-2.334, 2.334, -12.253], [-1.553, 2.070, -12.752], [-3.071, 1.979, -12.762], [0.964, 1.044, 7.191], [1.392, 1.884, 7.387], [1.439, 0.704, 6.423], [6.741, 2.380, 8.512], [5.864, 2.056, 8.290], [7.328, 1.641, 8.299], [0.920, 7.622, 4.573], [0.424, 6.814, 4.737], [1.790, 7.458, 4.948], [3.017, 8.284, 2.016], [2.892, 9.121, 2.474], [3.921, 8.318, 1.688], [-4.495, -4.492, 4.311], [-3.952, -5.284, 4.366], [-4.271, -3.986, 5.104], [2.579, -3.770, -8.226], [1.629, -3.891, -8.333], [2.969, -4.555, -8.621], [-1.138, 4.364, -10.466], [-0.404, 3.744, -10.404], [-1.644, 4.053, -11.227], [-5.009, -6.007, -5.192], [-4.819, -6.621, -4.476], [-5.052, -5.140, -4.769], [-5.294, 2.994, 4.980], [-5.101, 2.360, 5.679], [-5.880, 3.636, 5.390], [-3.406, -2.892, -9.914], [-3.877, -2.828, -9.079], [-2.492, -2.657, -9.701], [-2.145, -8.358, 0.360], [-2.173, -7.510, 0.814], [-1.251, -8.397, -0.004], [4.965, -0.520, 7.223], [4.525, -0.152, 7.995], [4.282, -0.529, 6.541], [-1.614, -4.874, -5.077], [-0.862, -5.179, -5.597], [-2.386, -5.223, -5.544], [-3.781, -2.555, 7.308], [-4.352, -1.790, 7.182], [-3.429, -2.455, 8.198], [-5.706, -3.153, -0.075], [-4.973, -3.455, -0.620], [-6.496, -3.470, -0.524]],
  "multiplicity": 1,
  "e_homo_ev": -10.49,
  "gap_ev": 9.487,
  "e_lumo_ha": -0.0370
}

Entry 4:
{
  "formula": "C14H9Cl5NTl",
  "method": "ωB97M-V with the def2-TZVPD basis set",
  "species": ["Tl", "Cl", "C", "C", "C", "Cl", "C", "Cl", "C", "Cl", "C", "Cl", "C", "C", "C", "C", "C", "C", "C", "C", "N", "H", "H", "H", "H", "H", "H", "H", "H", "H"],
  "xyz": [[0.587, 1.248, -0.671], [-1.425, 2.378, 1.380], [-0.308, 1.525, 2.386], [0.482, 0.561, 1.780], [1.397, -0.078, 2.603], [2.417, -1.286, 1.923], [1.550, 0.251, 3.950], [2.763, -0.518, 4.894], [0.755, 1.249, 4.510], [0.999, 1.744, 6.138], [-0.209, 1.880, 3.726], [-1.204, 3.121, 4.378], [-2.972, 0.661, -1.109], [-2.790, 0.034, -2.443], [-3.770, 0.004, -3.401], [-3.537, -0.572, -4.646], [-2.302, -1.140, -4.942], [-1.280, -1.147, -4.023], [0.029, -1.790, -4.311], [-1.478, -0.518, -2.733], [-0.536, -0.418, -1.869], [-3.997, 0.981, -0.951], [-2.316, 1.536, -1.036], [-2.672, -0.031, -0.321], [-4.730, 0.455, -3.190], [-4.325, -0.579, -5.381], [-2.139, -1.582, -5.915], [0.054, -2.183, -5.326], [0.202, -2.603, -3.604], [0.842, -1.079, -4.170]],
  "multiplicity": 1,
  "e_homo_ev": [-7.88, -7.88],
  "gap_ev": [5.333, 5.331],
  "e_lumo_ha": [-0.0936, -0.0937]
}

Entry 5:
{
  "formula": "C14H9CuF5N4S2",
  "method": "ωB97M-V with the def2-TZVPD basis set",
  "species": ["Cu", "C", "C", "N", "N", "C", "N", "S", "C", "C", "C", "C", "C", "N", "H", "H", "H", "H", "H", "H", "H", "H", "H", "F", "C", "C", "F", "C", "F", "C", "S", "C", "F", "C", "F"],
  "xyz": [[1.156, -0.810, -0.898], [2.388, 2.764, 0.981], [1.918, 1.386, 0.650], [2.263, 0.772, -0.439], [3.159, 1.262, -1.277], [3.301, 0.612, -2.410], [4.307, 0.965, -3.219], [2.251, -0.641, -2.963], [1.057, 0.624, 1.534], [0.585, 1.081, 2.768], [-0.165, 0.232, 3.561], [-0.435, -1.055, 3.116], [0.040, -1.430, 1.870], [0.754, -0.618, 1.113], [3.356, 2.928, 0.513], [1.683, 3.495, 0.580], [2.479, 2.910, 2.052], [4.971, 1.663, -2.927], [4.396, 0.515, -4.110], [0.797, 2.085, 3.098], [-0.528, 0.566, 4.523], [-1.009, -1.750, 3.707], [-0.143, -2.414, 1.462], [-5.786, -0.250, -0.802], [-4.548, -0.733, -0.959], [-4.339, -2.055, -1.351], [-5.388, -2.848, -1.600], [-3.052, -2.554, -1.478], [-2.911, -3.831, -1.849], [-1.906, -1.773, -1.229], [-0.343, -2.490, -1.354], [-2.156, -0.440, -0.883], [-1.119, 0.410, -0.672], [-3.437, 0.072, -0.737], [-3.596, 1.350, -0.370]],
  "multiplicity": 2,
  "e_homo_ev": [-7.76, -7.74],
  "gap_ev": [6.861, 6.828],
  "e_lumo_ha": [-0.0332, -0.0334]
}